Entry 1:
Molecular formula: C18H35Cl8NO2
Method: DFT, wB97M-V/def2-TZVPD

Last column: Löwdin charge in e.
CARTESIAN COORDINATES (ANGSTROEM)
C  3.440  -2.376  1.384  -0.110
O  3.571  -2.449  -0.020  -0.183
C  2.960  -1.386  -0.728  -0.233
C  3.602  -0.023  -0.503  -0.172
C  2.780  1.095  -1.180  -0.198
C  2.591  2.315  -0.257  -0.208
C  1.240  2.265  0.461  -0.212
C  0.071  2.560  -0.479  -0.197
C  -1.341  2.200  0.037  -0.191
C  -1.383  1.173  1.173  -0.194
C  -0.869  -0.211  0.737  -0.172
C  -1.941  -1.264  0.481  -0.292
C  -2.938  -0.899  -0.643  -0.164
N  -2.348  -1.455  -1.867  0.086
C  -1.191  -2.136  -1.576  -0.501
O  -0.263  -2.308  -2.335  0.066
C  -1.261  -2.517  -0.110  -0.049
H  2.826  -1.526  1.696  0.083
H  2.971  -3.287  1.762  0.086
H  4.427  -2.279  1.843  0.068
H  3.046  -1.657  -1.782  0.134
H  1.884  -1.344  -0.508  0.102
H  3.666  0.184  0.569  0.093
H  4.617  -0.048  -0.905  0.106
H  3.296  1.411  -2.086  0.073
H  1.813  0.680  -1.479  0.097
H  3.374  2.279  0.503  0.105
H  2.693  3.251  -0.807  0.069
H  1.228  2.995  1.275  0.119
H  1.154  1.274  0.914  0.093
H  0.102  3.634  -0.682  0.110
H  0.235  2.080  -1.446  0.094
H  -1.884  3.100  0.332  0.107
H  -1.902  1.774  -0.798  0.089
H  -2.418  1.079  1.517  0.093
H  -0.821  1.538  2.034  0.107
H  -0.201  -0.615  1.503  0.119
H  -0.256  -0.104  -0.166  0.107
H  -2.515  -1.500  1.377  0.109
H  -3.209  0.152  -0.727  0.103
H  -3.882  -1.418  -0.450  0.086
H  -2.296  -0.881  -2.695  0.140
H  -0.234  -2.638  0.233  0.115
H  -1.821  -3.433  0.071  0.128
Cl  -5.236  -0.392  1.919  0.563
C  -5.816  -1.584  3.101  -1.018
Cl  -4.537  -2.085  4.208  0.530
H  -6.619  -1.132  3.670  -0.018
H  -6.163  -2.456  2.560  0.034
Cl  7.837  0.166  -0.186  0.507
C  7.124  -0.796  1.115  -1.025
Cl  6.547  0.211  2.453  0.499
H  6.282  -1.346  0.710  -0.001
H  7.886  -1.462  1.501  0.024
Cl  3.664  3.694  -6.200  0.510
C  2.970  2.701  -4.914  -1.020
Cl  2.403  3.665  -3.544  0.553
H  2.124  2.158  -5.318  0.027
H  3.735  2.023  -4.555  0.021
Cl  -9.287  -0.596  3.220  0.522
C  -8.853  -0.445  1.508  -1.026
Cl  -9.879  -1.435  0.466  0.517
H  -8.966  0.593  1.220  0.030
H  -7.828  -0.769  1.387  -0.041

Output
- strongest force on any atom (eV/A) = 1.03
- Kohn-Sham gap (eV) = 9.99
- E_HOMO (eV) = -9.587
- molar mass (Da) = 581.11
- DFT total energy (hartree) = -4593.60493
- SMILES = COCCCCCCCCC[C@H]1CNC(=O)C1.ClCCl.ClCCl.ClCCl.ClCCl
- energy relative to the best compared isomer or geometry (same formula, charge and spin) (kJ/mol) = 0.0

Entry 2:
Molecular formula: C26H34N4SSb2Se5Si2W
Method: DFT, wB97M-V/def2-TZVPD

Last column: Löwdin charge in e.
CARTESIAN COORDINATES (ANGSTROEM)
W  0.260  -0.085  0.140  0.651
N  3.496  -1.778  1.268  0.124
C  3.830  -0.710  2.149  -0.245
C  4.748  -1.007  3.158  -0.058
C  5.151  -0.059  4.080  -0.118
C  4.615  1.220  4.017  -0.108
C  3.722  1.539  3.006  -0.141
C  3.328  0.600  2.039  -0.566
S  2.368  1.201  0.684  0.517
N  1.220  -1.458  1.201  -0.186
C  2.251  -2.079  0.816  -0.438
C  2.238  -3.178  -0.264  -0.252
C  3.392  -3.618  -0.893  -0.070
C  3.287  -4.374  -2.054  -0.116
C  2.040  -4.733  -2.502  -0.112
C  0.943  -4.318  -1.752  -0.136
N  1.043  -3.546  -0.687  0.085
H  4.194  -2.494  1.173  0.117
H  5.147  -2.017  3.208  0.105
H  5.872  -0.318  4.846  0.088
H  4.900  1.974  4.743  0.092
H  3.315  2.536  2.930  0.073
H  4.371  -3.314  -0.554  0.082
H  4.165  -4.604  -2.641  0.101
H  1.923  -5.247  -3.445  0.074
H  -0.073  -4.581  -2.041  0.108
C  -1.876  -3.380  0.568  -0.264
Si  -1.755  -1.673  -0.265  0.455
C  -3.118  -0.745  0.766  -0.260
C  -2.844  -1.772  -1.802  -0.306
C  -3.946  -2.640  -1.777  -0.109
C  -4.835  -2.722  -2.842  -0.094
C  -4.657  -1.900  -3.958  -0.103
C  -3.591  -1.010  -3.973  -0.107
C  -2.676  -0.942  -2.904  -0.271
Si  -1.346  0.384  -3.116  0.463
C  -2.033  2.119  -3.203  -0.399
C  -0.328  0.001  -4.607  -0.299
H  -2.674  -3.375  1.315  0.015
H  -0.944  -3.645  1.055  -0.024
H  -2.092  -4.164  -0.173  0.014
H  -4.122  -1.067  0.460  0.018
H  -3.078  0.335  0.633  -0.015
H  -3.012  -0.954  1.833  -0.014
H  -4.118  -3.259  -0.904  0.093
H  -5.674  -3.409  -2.797  0.092
H  -5.352  -1.942  -4.789  0.090
H  -3.465  -0.351  -4.833  0.097
H  -2.433  2.358  -4.200  0.027
H  -1.253  2.835  -2.948  -0.035
H  -2.830  2.235  -2.466  0.003
H  -0.938  0.073  -5.519  0.047
H  0.079  -1.007  -4.561  -0.044
H  0.510  0.685  -4.703  0.001
Se  2.532  -2.889  -5.515  -0.349
Sb  2.732  -1.063  -3.848  0.052
Se  1.258  -0.347  -1.862  0.095
Se  -0.845  1.740  -0.861  0.355
Se  5.037  -1.305  -3.066  -0.323
C  -0.619  -3.089  5.386  -0.381
Sb  -0.524  -1.662  3.711  1.310
C  1.203  -0.731  4.570  -0.327
C  -1.887  -0.351  4.776  -0.344
H  -0.496  -2.602  6.362  -0.014
H  0.147  -3.867  5.275  -0.022
H  -1.600  -3.584  5.370  -0.023
H  1.016  -0.544  5.630  0.001
H  1.409  0.215  4.074  -0.027
H  2.077  -1.372  4.455  -0.003
H  -1.415  -0.008  5.700  -0.004
H  -2.789  -0.921  5.026  -0.010
H  -2.170  0.510  4.174  -0.024
Se  0.044  3.094  3.201  0.573
C  -0.302  1.562  2.408  -1.011
N  -0.581  0.506  1.952  -0.267

Output
- strongest force on any atom (eV/A) = 4.42
- Kohn-Sham gap (spin up / spin down) (eV) = 4.66 / 4.66
- E_HOMO (spin up / spin down) (eV) = -1.381 / -1.382
- molar mass (Da) = 1312.99
- DFT total energy (hartree) = -14762.13036
- energy relative to the best compared isomer or geometry (same formula, charge and spin) (kJ/mol) = 625.5
- net charge = -2

Entry 3:
Molecular formula: C31H26AsBr2KN3O
Method: DFT, wB97M-V/def2-TZVPD

Last column: Löwdin charge in e.
CARTESIAN COORDINATES (ANGSTROEM)
K  -0.728  -2.528  -1.228  0.732
Br  6.466  -1.332  -0.218  0.809
C  4.667  -1.835  -0.442  -0.679
C  4.173  -2.109  -1.703  -0.095
C  2.827  -2.411  -1.798  -0.121
N  1.999  -2.468  -0.757  0.055
C  2.492  -2.218  0.460  -0.208
C  3.830  -1.892  0.656  -0.058
C  1.539  -2.293  1.611  -0.208
C  1.961  -2.061  2.914  -0.060
C  1.035  -2.140  3.938  -0.679
Br  1.570  -1.780  5.704  0.812
C  -0.279  -2.463  3.658  -0.088
C  -0.604  -2.670  2.328  -0.119
N  0.266  -2.584  1.327  0.050
H  4.802  -2.075  -2.580  0.114
H  2.395  -2.609  -2.773  0.118
H  4.224  -1.663  1.633  0.102
H  2.982  -1.805  3.147  0.102
H  -1.023  -2.543  4.435  0.111
H  -1.626  -2.909  2.054  0.114
C  -4.636  -0.455  -0.920  -0.039
N  -5.211  -1.764  -0.650  -0.171
C  -6.647  -1.935  -0.434  -0.027
C  -4.399  -2.817  -0.626  -0.319
O  -3.183  -2.759  -0.810  -0.162
H  -5.401  0.306  -0.797  0.092
H  -4.246  -0.412  -1.939  0.094
H  -3.813  -0.252  -0.236  0.076
H  -7.147  -0.992  -0.632  0.088
H  -6.861  -2.226  0.594  0.094
H  -7.056  -2.681  -1.113  0.094
H  -4.905  -3.772  -0.426  0.152
C  -2.326  5.008  -1.330  -0.075
C  -3.031  3.885  -1.730  -0.081
C  -2.490  2.621  -1.527  -0.130
C  -1.243  2.479  -0.930  -0.389
C  -0.536  3.611  -0.536  -0.089
C  -1.077  4.870  -0.734  -0.069
As  -0.535  0.686  -0.692  1.324
C  0.508  0.919  0.931  -0.344
C  0.031  0.943  2.233  -0.090
C  0.919  1.144  3.282  -0.089
C  2.275  1.314  3.025  -0.069
C  2.755  1.285  1.725  -0.021
C  1.872  1.087  0.666  -0.214
C  2.235  1.052  -0.765  -0.204
C  3.514  1.207  -1.287  -0.029
C  3.708  1.175  -2.661  -0.071
C  2.635  0.984  -3.521  -0.076
C  1.353  0.819  -3.008  -0.095
C  1.157  0.858  -1.637  -0.340
H  -2.745  5.994  -1.484  0.108
H  -4.000  3.989  -2.200  0.106
H  -3.040  1.746  -1.852  0.070
H  0.439  3.512  -0.072  0.107
H  -0.524  5.748  -0.426  0.109
H  -1.026  0.817  2.439  0.110
H  0.556  1.172  4.302  0.105
H  2.960  1.474  3.848  0.112
H  3.813  1.426  1.538  0.114
H  4.364  1.356  -0.632  0.107
H  4.704  1.305  -3.064  0.112
H  2.794  0.974  -4.592  0.108
H  0.516  0.689  -3.685  0.106

Output
- strongest force on any atom (eV/A) = 0.26
- Kohn-Sham gap (eV) = 8.19
- E_HOMO (eV) = -10.827
- molar mass (Da) = 730.40
- DFT total energy (hartree) = -9420.06022
- energy relative to the best compared isomer or geometry (same formula, charge and spin) (kJ/mol) = 18.7
- net charge = +1